Entry 1:
This record from the Open Molecules 2025 dataset describes a molecular structure, C16H24ClNO4S3Ti at a distorted geometry. The level of theory is the ωB97M-V functional and the def2-TZVPD basis.

Output
HOMO level	-15.0	eV
frontier orbital gap	7.93	eV
calculated total energy	-3483.65511	a.u.
max |F|	2.20	eV Å⁻¹
net charge	+2
energy relative to the best compared isomer or geometry (same formula, charge and spin)	66.6	kJ/mol
M	473.9	g/mol

```
50
C16H24ClNO4S3Ti (the ωB97M-V functional and the def2-TZVPD basis)
Ti -0.420 0.071 0.447
C 2.697 1.564 2.500
C 2.844 0.087 2.166
S 1.323 -0.878 2.182
C 0.682 -0.650 3.849
C -0.192 0.578 4.130
S -1.248 1.125 2.764
C -0.958 2.902 2.699
C 0.505 3.335 2.634
S 1.480 2.386 1.450
H 3.668 2.039 2.365
H 2.420 1.699 3.545
H 3.527 -0.399 2.864
H 3.250 -0.064 1.166
H 1.551 -0.647 4.508
H 0.145 -1.569 4.082
H 0.413 1.429 4.434
H -0.850 0.347 4.966
H -1.453 3.350 3.561
H -1.508 3.216 1.813
H 0.986 3.278 3.609
H 0.533 4.385 2.344
C 2.952 0.336 -2.120
C 1.645 -0.211 -1.671
O 1.279 0.107 -0.496
C 0.838 -1.054 -2.495
C 1.275 -1.445 -3.775
C 0.480 -2.237 -4.569
C -0.770 -2.643 -4.098
C -1.226 -2.275 -2.841
C -0.414 -1.491 -2.049
O -0.865 -1.118 -0.817
H 3.347 1.019 -1.375
H 2.821 0.866 -3.065
H 3.661 -0.477 -2.293
H 2.240 -1.119 -4.138
H 0.815 -2.539 -5.551
H -1.403 -3.256 -4.727
H -2.194 -2.589 -2.475
Cl -3.522 0.427 -0.010
C -3.015 1.417 -1.430
C -1.510 1.586 -1.457
O -0.854 1.626 -2.445
O -0.968 1.672 -0.184
H -3.502 2.384 -1.326
H -3.345 0.924 -2.338
N -1.488 -1.660 1.614
H -1.809 -1.545 2.570
H -0.929 -2.510 1.584
H -2.319 -1.855 1.061
```

---

Entry 2:
This record from the Open Molecules 2025 dataset describes a molecular structure, C16H24F6N3O10S2Sr at a distorted geometry. The level of theory is the ωB97M-V functional and the def2-TZVPD basis.

Output
HOMO level	-3.6	eV
frontier orbital gap	5.29	eV
calculated total energy	-2967.09770	a.u.
max |F|	3.97	eV Å⁻¹
net charge	-1
M	684.1	g/mol

```
62
C16H24F6N3O10S2Sr (the ωB97M-V functional and the def2-TZVPD basis)
Sr -0.005 -0.085 0.172
C -4.110 1.755 0.851
F -3.451 2.919 1.190
F -5.360 1.830 1.308
F -4.191 1.684 -0.519
S -3.145 0.203 1.554
O -3.980 -0.354 2.619
O -2.941 -0.694 0.420
N -1.562 0.895 1.801
S -1.489 1.205 3.398
O -2.340 2.309 3.780
O -1.537 0.077 4.286
C 0.308 1.726 3.516
F 0.433 2.974 2.862
F 0.770 1.727 4.758
F 1.052 0.854 2.847
C -0.842 -3.342 -3.074
C -0.218 -2.452 -2.304
C 0.882 -1.488 -2.783
O 1.444 -0.507 -2.165
C 1.299 -1.565 -4.063
C 0.810 -2.536 -5.039
C -0.327 -3.533 -4.418
O -0.782 -4.370 -5.166
O 1.159 -2.569 -6.212
O -0.764 -2.275 -1.139
H -1.738 -3.816 -2.703
H 1.977 -0.835 -4.478
C 0.617 4.538 -0.376
C 0.107 3.149 -0.459
C -0.403 2.614 -1.833
O -1.009 1.317 -1.734
C -1.779 0.909 -2.830
N 1.219 2.282 0.012
H -0.171 5.216 -0.703
H 1.407 4.675 -1.115
H 0.957 4.813 0.623
H -0.538 2.940 0.395
H 0.393 2.590 -2.578
H -1.063 3.291 -2.375
H -2.545 1.616 -3.150
H -2.279 -0.034 -2.611
H -1.120 0.714 -3.676
H 1.630 2.691 0.839
H 1.942 2.206 -0.689
C 3.954 -2.198 1.410
C 2.476 -1.867 1.209
C 1.569 -2.169 2.413
O 0.187 -1.828 2.009
C -0.751 -2.766 2.535
N 2.441 -0.485 0.818
H 4.067 -3.273 1.549
H 4.456 -1.804 2.294
H 4.462 -1.963 0.475
H 2.171 -2.668 0.535
H 1.821 -1.609 3.314
H 1.679 -3.236 2.608
H -0.552 -3.789 2.216
H -1.750 -2.537 2.163
H -0.909 -2.670 3.609
H 2.777 -0.032 1.656
H 3.189 -0.371 0.149
```

---

Entry 3:
This record from the Open Molecules 2025 dataset describes a molecular structure, C16H24HfNO4Sb at a distorted geometry. The level of theory is the ωB97M-V functional and the def2-TZVPD basis.

Output
HOMO level	-16.0	eV
frontier orbital gap	7.64	eV
calculated total energy	-1267.54094	a.u.
max |F|	1.17	eV Å⁻¹
net charge	+2
energy relative to the best compared isomer or geometry (same formula, charge and spin)	0.0	kJ/mol
M	594.6	g/mol

```
47
C16H24HfNO4Sb (the ωB97M-V functional and the def2-TZVPD basis)
Hf 0.401 -0.417 -0.024
O -3.021 1.786 -0.509
C -1.875 1.503 -0.498
O -1.382 0.222 -0.604
C -0.726 2.460 -0.289
C -0.771 3.838 -0.302
C 0.430 4.525 -0.116
C 1.628 3.832 0.059
C 1.573 2.453 0.071
N 0.416 1.807 -0.076
C 2.733 1.494 0.198
O 3.876 1.779 0.253
O 2.253 0.202 0.205
H -1.710 4.349 -0.460
H 0.433 5.607 -0.123
H 2.577 4.337 0.177
C 0.179 -6.238 -0.052
C 0.627 -4.989 0.690
C 2.121 -4.721 0.557
Sb -0.470 -3.186 0.153
C -0.211 -2.723 -2.001
C 0.954 -1.785 -2.328
C -0.009 -4.016 -2.800
C -2.617 -3.356 0.406
C -3.123 -4.779 0.222
C -3.002 -2.764 1.758
H 0.687 -7.088 0.407
H 0.470 -6.219 -1.100
H -0.891 -6.421 0.011
H 0.361 -5.078 1.747
H 2.416 -4.591 -0.487
H 2.666 -5.586 0.938
H 2.448 -3.848 1.125
H -1.155 -2.258 -2.297
H 1.922 -2.126 -1.945
H 0.870 -0.683 -2.092
H 1.057 -1.655 -3.410
H 0.936 -4.498 -2.547
H 0.009 -3.787 -3.867
H -0.818 -4.724 -2.625
H -3.001 -2.719 -0.396
H -2.737 -5.448 0.993
H -2.882 -5.193 -0.758
H -4.210 -4.771 0.316
H -2.599 -3.350 2.586
H -4.089 -2.779 1.850
H -2.676 -1.728 1.867
```

---

Entry 4:
This record from the Open Molecules 2025 dataset describes a molecular structure, C16H24HgN2O8. The level of theory is the ωB97M-V functional and the def2-TZVPD basis.

Output
HOMO level (spin up / spin down)	-4.0 / -5.4	eV
frontier orbital gap (spin up / spin down)	7.09 / 7.53	eV
calculated total energy	-1489.02273	a.u.
expectation value of S²	0.754
2S+1	2
max |F|	0.19	eV Å⁻¹
net charge	-1
energy relative to the best compared isomer or geometry (same formula, charge and spin)	0.0	kJ/mol
M	573.0	g/mol

```
51
C16H24HgN2O8 (the ωB97M-V functional and the def2-TZVPD basis)
Hg 1.203 2.426 1.551
O 0.498 0.632 2.962
C 0.830 -0.259 2.122
O 1.795 -0.186 1.336
C -0.050 -1.506 2.111
C 0.471 -2.622 1.200
C -0.193 -3.953 1.585
C -1.627 -3.737 1.037
C -1.498 -2.336 0.418
O -0.146 -2.339 -0.064
C -1.474 -1.261 1.524
C -1.828 0.100 0.884
O -3.055 0.296 0.746
O -0.900 0.841 0.484
H -0.134 -1.843 3.146
H 1.552 -2.633 1.090
H -0.165 -4.133 2.660
H 0.303 -4.786 1.085
H -2.394 -3.768 1.810
H -1.877 -4.475 0.274
H -2.185 -2.117 -0.396
H -2.250 -1.466 2.260
C -3.184 2.374 -1.704
N -2.476 3.270 -0.805
C -3.254 3.695 0.351
C -1.130 3.215 -0.663
O -0.541 3.834 0.218
C -0.371 2.418 -1.717
O 0.977 2.279 -1.341
C 1.446 0.958 -1.495
C 2.900 0.916 -1.055
O 3.496 1.921 -0.701
N 3.510 -0.295 -1.105
C 4.868 -0.366 -0.607
C 2.825 -1.526 -1.440
H -3.316 1.393 -1.237
H -2.664 2.282 -2.655
H -4.164 2.808 -1.911
H -3.469 2.827 0.981
H -4.187 4.142 0.003
H -2.687 4.428 0.915
H -0.437 2.948 -2.679
H -0.848 1.445 -1.815
H 1.381 0.642 -2.547
H 0.850 0.281 -0.873
H 4.971 0.288 0.257
H 5.600 -0.061 -1.360
H 5.078 -1.393 -0.308
H 1.752 -1.439 -1.297
H 3.160 -2.316 -0.767
H 3.035 -1.842 -2.468
```

---

Entry 5:
This record from the Open Molecules 2025 dataset describes a molecular structure, C16H24LiNO15 at a distorted geometry. The level of theory is the ωB97M-V functional and the def2-TZVPD basis.

Output
HOMO level	-6.8	eV
frontier orbital gap	7.25	eV
calculated total energy	-1814.79570	a.u.
max |F|	8.14	eV Å⁻¹
net charge	0
energy relative to the best compared isomer or geometry (same formula, charge and spin)	0.0	kJ/mol
M	477.3	g/mol

```
57
C16H24LiNO15 (the ωB97M-V functional and the def2-TZVPD basis)
Li 47.959 58.973 71.877
N 45.486 58.941 71.298
O 46.435 58.547 70.578
O 44.400 58.649 71.035
O 45.789 59.330 72.440
C 50.048 63.831 67.935
C 49.497 62.415 68.177
C 50.467 61.312 68.185
O 49.976 60.529 69.254
C 48.965 61.141 69.941
O 48.274 60.614 70.732
O 48.789 62.302 69.323
H 49.176 64.617 67.809
H 50.752 63.963 67.069
H 50.656 64.040 68.853
H 48.875 62.101 67.361
H 51.411 61.879 68.391
H 50.585 60.785 67.332
C 51.218 54.741 68.437
C 51.391 56.275 68.576
C 50.398 57.092 67.647
O 49.438 57.624 68.593
C 50.020 57.555 69.841
O 49.436 58.017 70.781
O 51.082 56.875 69.914
H 51.737 54.129 69.037
H 51.407 54.503 67.468
H 50.088 54.375 68.591
H 52.534 56.436 68.481
H 49.888 56.740 66.886
H 50.796 57.989 67.029
C 49.357 60.227 78.108
C 49.330 60.997 76.738
C 50.760 61.010 76.187
O 50.601 60.833 74.771
C 49.363 60.226 74.587
O 49.022 59.878 73.492
O 48.734 60.301 75.628
H 49.718 59.203 77.998
H 48.425 60.161 78.677
H 50.139 60.718 78.755
H 48.959 62.065 76.686
H 51.457 60.280 76.468
H 51.376 61.958 76.154
C 50.655 56.824 76.329
C 49.805 55.880 75.426
C 48.310 55.606 75.970
O 47.417 55.947 75.003
C 48.162 56.506 73.984
O 47.683 57.123 73.017
O 49.499 56.593 74.206
H 51.544 56.894 75.950
H 50.738 56.245 77.221
H 50.264 57.728 76.521
H 50.325 54.969 75.180
H 48.080 56.344 76.933
H 48.052 54.655 76.213
```

---

Which of these has the highest calculated total energy?
C16H24HfNO4Sb

---

Please write out number 5 again, unchanged.
This record from the Open Molecules 2025 dataset describes a molecular structure, C16H24LiNO15 at a distorted geometry. The level of theory is the ωB97M-V functional and the def2-TZVPD basis.

Output
HOMO level	-6.8	eV
frontier orbital gap	7.25	eV
calculated total energy	-1814.79570	a.u.
max |F|	8.14	eV Å⁻¹
net charge	0
energy relative to the best compared isomer or geometry (same formula, charge and spin)	0.0	kJ/mol
M	477.3	g/mol

```
57
C16H24LiNO15 (the ωB97M-V functional and the def2-TZVPD basis)
Li 47.959 58.973 71.877
N 45.486 58.941 71.298
O 46.435 58.547 70.578
O 44.400 58.649 71.035
O 45.789 59.330 72.440
C 50.048 63.831 67.935
C 49.497 62.415 68.177
C 50.467 61.312 68.185
O 49.976 60.529 69.254
C 48.965 61.141 69.941
O 48.274 60.614 70.732
O 48.789 62.302 69.323
H 49.176 64.617 67.809
H 50.752 63.963 67.069
H 50.656 64.040 68.853
H 48.875 62.101 67.361
H 51.411 61.879 68.391
H 50.585 60.785 67.332
C 51.218 54.741 68.437
C 51.391 56.275 68.576
C 50.398 57.092 67.647
O 49.438 57.624 68.593
C 50.020 57.555 69.841
O 49.436 58.017 70.781
O 51.082 56.875 69.914
H 51.737 54.129 69.037
H 51.407 54.503 67.468
H 50.088 54.375 68.591
H 52.534 56.436 68.481
H 49.888 56.740 66.886
H 50.796 57.989 67.029
C 49.357 60.227 78.108
C 49.330 60.997 76.738
C 50.760 61.010 76.187
O 50.601 60.833 74.771
C 49.363 60.226 74.587
O 49.022 59.878 73.492
O 48.734 60.301 75.628
H 49.718 59.203 77.998
H 48.425 60.161 78.677
H 50.139 60.718 78.755
H 48.959 62.065 76.686
H 51.457 60.280 76.468
H 51.376 61.958 76.154
C 50.655 56.824 76.329
C 49.805 55.880 75.426
C 48.310 55.606 75.970
O 47.417 55.947 75.003
C 48.162 56.506 73.984
O 47.683 57.123 73.017
O 49.499 56.593 74.206
H 51.544 56.894 75.950
H 50.738 56.245 77.221
H 50.264 57.728 76.521
H 50.325 54.969 75.180
H 48.080 56.344 76.933
H 48.052 54.655 76.213
```